[1]
C4H5O2Yb | ωB97M-V/def2-TZVPD

ORCA input file:
```
! wB97M-V def2-TZVPD RIJCOSX def2/J DEFGRID3
* xyz 2 2
H -1.68119 -1.37677 -1.53371
O -2.64308 0.75896 0.90399
C -1.79279 0.21287 -0.00296
C -2.08248 -1.11632 -0.50367
C -0.90584 -1.05704 0.49017
C 0.39967 -1.14016 -0.04252
O 0.72594 -1.10450 -1.22666
Yb 2.56818 -0.94995 -2.78577
H -2.97929 1.60300 0.58435
H -1.22269 0.90422 -0.62942
H -2.96128 -1.62666 -0.11034
H -1.07284 -1.39222 1.51161
*
```

Computed properties:
HOMO (alpha / beta): -16.12 / -16.57 eV
LUMO (alpha / beta): -10.5 / -10.5 eV
Kohn-Sham gap (alpha / beta): 5.654 / 6.104 eV
expectation value of S²: 0.755
ΔE to the lowest compared entry with this formula, charge and spin: 0.0 kcal/mol

=====

[2]
C4H5O3 | ωB97M-V/def2-TZVPD

ORCA input file:
```
! wB97M-V def2-TZVPD RIJCOSX def2/J DEFGRID3
* xyz -1 1
O -0.74967 -1.66569 -2.35063
C 0.01851 -1.13759 -1.57204
C -0.46551 -0.26885 -0.45305
C 0.60370 0.31721 0.47055
C -0.09773 1.11618 1.60202
O -0.25105 0.53229 2.69451
O -0.54651 2.22175 1.22611
H 1.09779 -1.32249 -1.73318
H -1.10645 -0.89106 0.17995
H -1.05468 0.54445 -0.85861
H 1.27939 -0.45633 0.85375
H 1.27223 1.01012 -0.05938
*
```

Computed properties:
HOMO: -4.22 eV
LUMO: 3.7 eV
Kohn-Sham gap: 7.963 eV
SMILES string: O=CCCC(=O)[O-]
ΔE to the lowest compared entry with this formula, charge and spin: 3.2 kcal/mol

=====

[3]
C4H5O4 | ωB97M-V/def2-TZVPD

ORCA input file:
```
! wB97M-V def2-TZVPD RIJCOSX def2/J DEFGRID3
* xyz -1 1
O 2.10227 0.74434 1.60956
C 0.94288 1.24300 1.58319
O 0.25380 1.72475 2.49667
C 0.25427 1.04150 0.18602
C -0.30052 -0.37907 0.16797
C -0.68544 -0.85551 -1.19198
O -1.16669 -0.25172 -2.11092
O -0.45206 -2.19792 -1.33958
H 1.00838 1.15444 -0.59060
H -0.51854 1.78761 -0.01246
H 0.42612 -1.09800 0.55429
H -1.12824 -0.51511 0.87146
H -0.73622 -2.39832 -2.22362
*
```

Computed properties:
HOMO: -4.12 eV
LUMO: 3.2 eV
Kohn-Sham gap: 7.305 eV
SMILES string: O=C([O-])CCC(=O)O
ΔE to the lowest compared entry with this formula, charge and spin: 1.2 kcal/mol

=====

[4]
C4H5O5V | ωB97M-V/def2-TZVPD

ORCA input file:
```
! wB97M-V def2-TZVPD RIJCOSX def2/J DEFGRID3
* xyz 2 5
O -0.02055 -1.44563 2.42690
O 1.01495 0.34136 1.80441
C -0.04582 -0.29780 1.83051
O -1.16651 0.03422 1.31645
C -1.24245 0.37267 -0.10248
C -2.54846 -0.13782 -0.63348
H -1.15442 1.46361 -0.16724
H -2.54572 0.00036 -1.72315
H -3.38856 0.43815 -0.22525
H -2.68269 -1.20425 -0.41640
O 4.17701 -0.15072 -2.63428
C 3.68699 0.01416 -1.61084
O 3.52743 0.23400 -0.46501
V 2.72213 0.38727 1.24043
H -0.33334 -0.04959 -0.64057
*
```

Computed properties:
HOMO (alpha / beta): -19.37 / -19.35 eV
LUMO (alpha / beta): -10.4 / -12.0 eV
Kohn-Sham gap (alpha / beta): 8.955 / 7.354 eV
expectation value of S²: 6.008

=====

[5]
C4H5OP | ωB97M-V/def2-TZVPD

ORCA input file:
```
! wB97M-V def2-TZVPD RIJCOSX def2/J DEFGRID3
* xyz 0 3
C 0.13373 0.53045 -0.69316
C -0.31624 -0.33934 -1.74212
C 0.06002 -0.17192 1.69431
C 0.00515 1.01642 0.69912
O -0.38286 -1.85247 -3.76330
P 0.20661 -0.60019 -3.37964
H -0.47883 -0.96465 1.27596
H -0.08443 0.08576 2.67229
H 0.99761 -0.65565 1.81767
H 0.89008 1.65515 0.81823
H -1.03083 1.29644 0.60064
*
```

Computed properties:
HOMO (alpha / beta): -6.99 / -9.83 eV
LUMO (alpha / beta): -0.4 / -2.8 eV
Kohn-Sham gap (alpha / beta): 6.557 / 6.996 eV
expectation value of S²: 2.102
ΔE to the lowest compared entry with this formula, charge and spin: 68.4 kcal/mol

=====

[6]
C4H5PS | ωB97M-V/def2-TZVPD

ORCA input file:
```
! wB97M-V def2-TZVPD RIJCOSX def2/J DEFGRID3
* xyz 0 1
C 0.97025 0.01547 1.39076
C -0.30728 0.06520 0.54635
S -1.81194 0.11291 1.12618
C -0.09233 0.41478 -1.06365
C -0.67611 -0.70121 -1.80358
P -1.84076 0.49175 -1.74423
H 0.71679 -0.36776 2.34083
H 1.34616 0.95059 1.46252
H 1.70678 -0.53742 0.74487
H 0.66647 1.29446 -1.24952
H -0.67802 -1.73876 -1.75053
*
```

Computed properties:
HOMO: -8.58 eV
LUMO: -0.3 eV
Kohn-Sham gap: 8.261 eV
SMILES string: CC(=S)[C@H]1C=P1
ΔE to the lowest compared entry with this formula, charge and spin: 46.3 kcal/mol

=====

[7]
C4H6 | ωB97M-V/def2-TZVPD

ORCA input file:
```
! wB97M-V def2-TZVPD RIJCOSX def2/J DEFGRID3
* xyz 0 1
C 0.98273 -0.54857 0.89846
C 0.55051 0.29698 -0.24191
C -0.72430 0.51599 -0.67228
C -1.97548 0.60884 -0.02732
H 0.96500 -1.59058 0.54438
H 0.29166 -0.48362 1.74392
H 2.01203 -0.33764 1.20100
H 1.33365 0.61052 -0.93344
H -0.67639 0.62378 -1.75955
H -2.75940 0.30431 -0.75326
*
```

Computed properties:
HOMO (alpha / beta): -8.11 / -8.64 eV
LUMO (alpha / beta): -0.7 / -0.7 eV
Kohn-Sham gap (alpha / beta): 7.433 / 7.913 eV
ΔE to the lowest compared entry with this formula, charge and spin: 78.8 kcal/mol

=====

[8]
C4H6 | ωB97M-V/def2-TZVPD

ORCA input file:
```
! wB97M-V def2-TZVPD RIJCOSX def2/J DEFGRID3
* xyz 0 1
C -2.05707 -0.14825 -0.02242
C -0.60763 0.04535 -0.13001
C 0.59647 0.12521 -0.11439
C 2.05777 0.15351 0.01475
H -2.44436 -0.82476 -0.79111
H -2.60685 0.79387 -0.09285
H -2.28981 -0.59138 0.95104
H 2.34474 0.48268 1.01959
H 2.54736 0.81753 -0.70546
H 2.45937 -0.85375 -0.12913
*
```

Computed properties:
HOMO: -9.39 eV
LUMO: 1.1 eV
Kohn-Sham gap: 10.482 eV
SMILES string: CC#CC
ΔE to the lowest compared entry with this formula, charge and spin: 8.7 kcal/mol

=====

[9]
C4H6 | ωB97M-V/def2-TZVPD

ORCA input file:
```
! wB97M-V def2-TZVPD RIJCOSX def2/J DEFGRID3
* xyz 0 1
C 1.80730 -0.11345 0.00186
C 0.57926 0.40096 -0.11659
C -0.59448 -0.40266 -0.09789
C -1.80991 0.07928 0.03837
H 2.72396 0.48788 0.26365
H 1.93181 -1.10543 -0.14849
H 0.32261 1.48356 -0.05431
H -0.29567 -1.45346 0.14277
H -1.97690 1.17500 0.00655
H -2.68797 -0.55168 -0.03593
*
```

Computed properties:
HOMO: -8.89 eV
LUMO: 1.0 eV
Kohn-Sham gap: 9.884 eV
SMILES string: C=CC=C
ΔE to the lowest compared entry with this formula, charge and spin: 12.8 kcal/mol

=====

[10]
C4H6 | ωB97M-V/def2-TZVPD

ORCA input file:
```
! wB97M-V def2-TZVPD RIJCOSX def2/J DEFGRID3
* xyz 0 1
C -0.93361 1.03169 0.01675
C -0.38713 -0.25857 0.51558
C 0.76609 -0.88233 0.14654
C 1.83590 -0.25758 -0.56429
H -1.51832 0.80385 -0.88603
H -0.14990 1.73525 -0.27599
H -1.63230 1.48126 0.72992
H -1.05808 -0.83218 1.15656
H 0.78228 -1.94227 0.41460
H 2.43049 -1.08085 -1.02177
*
```

Computed properties:
HOMO (alpha / beta): -8.23 / -8.44 eV
LUMO (alpha / beta): -0.8 / -0.8 eV
Kohn-Sham gap (alpha / beta): 7.458 / 7.645 eV
ΔE to the lowest compared entry with this formula, charge and spin: 72.5 kcal/mol

=====

[11]
C4H66INO34Si2 | ωB97M-V/def2-TZVPD

ORCA input file:
```
! wB97M-V def2-TZVPD RIJCOSX def2/J DEFGRID3
* xyz 0 1
O 1.06645 -1.37746 0.98273
C 0.61313 -0.35018 0.70067
N -0.13516 0.60042 0.55427
Si -0.32425 1.05083 -1.17011
C -1.39602 -0.18527 -2.07773
C -0.62104 -0.97496 -3.09596
O 0.29501 -0.56909 -3.73844
I -1.28714 -3.00837 -3.37609
O -0.98978 2.55976 -1.21076
Si 0.08641 3.79071 -1.61591
C 1.62139 3.82710 -0.50365
O 2.73331 3.98943 -1.38614
O 3.88134 3.42568 -0.78250
H 1.02981 1.18046 -1.73858
H -1.84142 -0.89595 -1.39188
H -2.16742 0.35243 -2.61729
H 0.55113 3.54026 -2.99557
H -0.59092 5.08523 -1.55403
H 1.59394 4.66862 0.18730
H 1.79238 2.91979 0.07008
H 3.93598 2.53307 -1.16745
O 4.81365 1.33116 -2.32511
H 5.34882 2.01332 -2.74745
H 5.02601 0.52268 -2.80416
O 2.15768 -0.08101 3.88978
H 3.08607 0.16251 3.71853
H 1.89524 -0.56894 3.10341
O 2.18241 3.01843 4.27821
H 2.16223 2.05734 4.32131
H 2.08159 3.30508 5.20196
O -3.24992 -0.33286 -4.60984
H -2.97009 -0.16674 -5.51511
H -3.91207 -1.03153 -4.68275
O 5.38669 -1.16154 -1.32318
H 5.47391 -0.85275 -0.40790
H 4.61615 -1.73274 -1.29867
O 5.09292 0.72796 3.16760
H 5.35759 0.90183 2.25740
H 5.53537 1.42826 3.68834
O -5.80890 -0.49616 -3.38709
H -5.43732 0.37834 -3.24193
H -6.74501 -0.38878 -3.18585
O -1.86636 -5.12588 -6.26821
H -1.54523 -6.03375 -6.24897
H -1.18468 -4.64221 -6.74659
O -4.74943 -5.45156 -7.24996
H -3.81281 -5.28853 -7.06400
H -4.78415 -6.40090 -7.41117
O -1.84337 6.95201 -0.87974
H -2.70403 6.75659 -0.49837
H -1.84421 7.91054 -0.99489
O -1.26374 -1.84894 3.54720
H -0.84079 -1.81384 2.68386
H -1.33499 -0.91881 3.79268
O 5.05628 3.08037 4.54350
H 5.44397 3.94226 4.71302
H 4.11451 3.18401 4.75788
O 0.68489 -5.17568 -1.46809
H 0.62643 -6.13118 -1.37571
H 0.57623 -4.84529 -0.56893
O 1.59876 4.42239 6.98642
H 1.96386 5.29229 7.17114
H 0.65605 4.51543 7.19132
O 5.82643 -1.80665 1.21783
H 5.72449 -1.86118 2.17521
H 6.66448 -2.24414 1.04120
O 0.74060 -2.96118 5.43593
H 0.07080 -3.09489 4.75677
H 1.36309 -2.35279 5.02129
O -3.43762 -3.96648 4.83940
H -3.08349 -4.86170 4.79999
H -2.77166 -3.43028 4.39570
O -0.87323 5.93913 6.83495
H -1.55303 5.80898 6.16619
H -0.23247 6.51548 6.40605
O 3.42854 6.67701 -3.09798
H 3.42110 5.71398 -3.05451
H 3.32944 6.94404 -2.18003
O 7.33040 0.86088 0.26704
H 6.80123 1.17436 -0.47757
H 7.83358 0.12744 -0.09774
O -6.77921 -6.90718 -5.71608
H -7.47255 -7.04911 -6.36893
H -6.12349 -6.35313 -6.16928
O -8.33862 1.02179 -3.76032
H -8.78238 1.30386 -4.56540
H -8.68870 1.60267 -3.07768
O -5.31831 -1.45245 5.61335
H -5.84060 -1.14509 4.86768
H -4.73451 -2.12353 5.23667
O -6.19185 -9.77288 -5.75255
H -5.79228 -9.85389 -6.62219
H -6.21655 -8.81733 -5.58099
O 3.18745 -0.67771 -3.40135
H 2.24406 -0.51196 -3.51892
H 3.25892 -1.63746 -3.41321
O 3.39266 2.30407 6.81096
H 3.43676 2.60446 7.72285
H 2.66528 1.67307 6.81077
O -0.73761 -4.47983 1.50282
H -0.39943 -3.60205 1.69773
H -1.68077 -4.42713 1.70565
O -1.61742 10.06251 -1.56168
H -1.37679 10.30066 -2.46215
H -1.26576 10.77604 -1.02134
O -2.32062 -6.44201 2.91194
H -1.39757 -6.21125 2.74641
H -2.58012 -6.94283 2.13273
*
```

Computed properties:
HOMO: -9.68 eV
LUMO: -0.2 eV
Kohn-Sham gap: 9.439 eV

=====

[12]
C4H6AlO2 | ωB97M-V/def2-TZVPD

ORCA input file:
```
! wB97M-V def2-TZVPD RIJCOSX def2/J DEFGRID3
* xyz 3 1
Al -17.93587 1.81520 21.70718
O -18.57591 0.34190 16.24277
C -18.54398 0.68250 15.04416
O -17.44480 0.96816 14.29238
C -17.83328 1.45985 13.05924
C -19.15611 0.81458 12.83749
C -19.81242 0.80696 14.19105
H -17.04677 1.13039 12.38031
H -17.80347 2.54935 13.04514
H -18.89456 -0.20385 12.55026
H -19.70191 1.13820 11.95122
H -20.55655 0.01646 14.28829
H -20.24786 1.70359 14.63212
*
```

Computed properties:
HOMO: -22.04 eV
LUMO: -19.9 eV
Kohn-Sham gap: 2.111 eV
ΔE to the lowest compared entry with this formula, charge and spin: 8.1 kcal/mol

=====

[13]
C4H6B2O4S | ωB97M-V/def2-TZVPD

ORCA input file:
```
! wB97M-V def2-TZVPD RIJCOSX def2/J DEFGRID3
* xyz 0 1
B 1.94464 -0.40511 0.07412
B -1.48135 1.78210 -0.05336
C 0.02372 -2.17244 -0.14354
C -1.39673 -2.42480 -0.15448
C 0.51827 -0.91680 -0.01376
C -1.18392 0.17811 -0.17156
O 2.20586 0.89959 -0.24259
O 2.80653 -1.28525 0.60102
O -2.62938 2.29250 -0.57992
O -0.55239 2.50351 0.62031
S -2.33362 -1.02025 -0.27940
H 0.67686 -2.95136 -0.13424
H -1.73053 -3.34064 -0.40369
H 3.15012 1.20971 -0.01683
H 3.66879 -1.05904 0.72570
H -2.94627 3.20579 -0.45538
H -0.74060 3.50438 0.62759
*
```

Computed properties:
HOMO: -7.51 eV
LUMO: 0.3 eV
Kohn-Sham gap: 7.776 eV
ΔE to the lowest compared entry with this formula, charge and spin: 0.0 kcal/mol

=====

[14]
C4H6B4F16LiO3 | ωB97M-V/def2-TZVPD

ORCA input file:
```
! wB97M-V def2-TZVPD RIJCOSX def2/J DEFGRID3
* xyz -3 1
Li -2.72606 -2.28852 -12.49821
B -3.25955 -4.02142 -18.00649
F -4.15306 -2.92057 -18.28976
F -2.61724 -3.94751 -16.82474
F -4.06087 -5.16505 -17.87606
F -2.35885 -4.30628 -19.08782
B -7.37965 -3.76033 -13.02800
F -8.29016 -3.61072 -12.07023
F -6.41558 -4.65289 -12.70593
F -7.87542 -4.15814 -14.23669
F -6.66721 -2.55736 -13.17467
B -4.33896 -4.01017 -7.08805
F -3.47850 -3.89392 -8.15806
F -5.38649 -3.13917 -7.08940
F -4.82924 -5.29558 -7.13581
F -3.59077 -4.05366 -5.90023
B 2.43149 -2.45015 -10.04208
F 1.29979 -1.75095 -9.73454
F 2.00258 -3.57172 -10.69868
F 3.15018 -1.69830 -10.95756
F 3.16145 -2.73544 -8.86845
C -5.51113 4.24072 -18.63447
C -4.39939 4.62848 -17.58614
C -4.98910 5.18893 -16.30472
O -4.37572 4.36780 -15.31640
C -3.56216 3.39492 -15.92854
O -3.02282 2.45422 -15.34681
O -3.48475 3.60712 -17.18625
H -6.33203 3.73429 -18.12678
H -4.96966 3.60646 -19.33634
H -5.94766 5.14506 -19.05839
H -3.71904 5.35756 -18.02623
H -6.07474 5.20528 -16.20865
H -4.62215 6.20967 -16.19729
*
```

Computed properties:
HOMO: -3.86 eV
LUMO: 4.1 eV
Kohn-Sham gap: 7.929 eV
ΔE to the lowest compared entry with this formula, charge and spin: 90.1 kcal/mol

=====

[15]
C4H6BClN2O2 | ωB97M-V/def2-TZVPD

ORCA input file:
```
! wB97M-V def2-TZVPD RIJCOSX def2/J DEFGRID3
* xyz 0 1
B 1.87470 -1.70140 -1.30603
C 0.58655 -1.31278 -0.55285
C 0.31896 1.11007 -0.07142
C -0.81943 0.70439 0.48426
C -1.79729 1.72592 1.16790
N -1.11929 -0.52154 0.83004
N -0.35462 -1.43198 0.27199
O 1.80711 -2.32767 -2.48662
O 2.95687 -1.13549 -0.76189
Cl 0.94553 2.27210 -1.09875
H -2.15370 1.35395 2.20515
H -1.17755 2.63639 1.29690
H -2.63627 1.93904 0.51196
H -0.78087 -2.28454 0.51330
H 2.48939 -2.24049 -3.18963
H 3.75754 -1.21318 -1.22885
*
```

Computed properties:
HOMO (alpha / beta): -7.61 / -7.61 eV
LUMO (alpha / beta): -0.1 / -0.1 eV
Kohn-Sham gap (alpha / beta): 7.526 / 7.527 eV
ΔE to the lowest compared entry with this formula, charge and spin: 105.9 kcal/mol

=====

[16]
C4H6BF4K2O3 | ωB97M-V/def2-TZVPD

ORCA input file:
```
! wB97M-V def2-TZVPD RIJCOSX def2/J DEFGRID3
* xyz 1 1
K 14.42158 11.65709 1.85606
K 12.99275 3.77897 3.34061
B 13.91416 6.89991 -0.38109
F 13.16170 7.23782 0.70848
F 13.96224 5.58661 -0.85963
F 13.53606 7.70821 -1.39142
F 15.17617 7.24325 -0.04643
C 16.43186 1.33116 -4.84743
C 15.87921 1.41364 -6.28994
C 14.72681 2.35976 -6.50495
O 15.25373 3.44365 -7.39740
C 16.57770 3.28285 -7.52995
O 17.31584 3.93537 -8.27448
O 17.00108 2.12601 -6.88115
H 17.36497 0.76965 -4.80152
H 15.77024 0.77591 -4.18256
H 16.61940 2.36838 -4.56976
H 15.75685 0.45755 -6.79888
H 14.40187 2.68983 -5.51825
H 13.80813 1.95239 -6.92705
*
```

Computed properties:
HOMO: -11.53 eV
LUMO: -4.0 eV
Kohn-Sham gap: 7.540 eV